Entry 1:
This record from the Open Molecules 2025 dataset describes 3 unconnected molecules or ions with the total composition C4H13NO3. The level of theory is ωB97M-V with the def2-TZVPD basis set.

Calculated values
E = -440.6632 Ha
expectation value of S² = 0.75
HOMO level (spin up / spin down) = 0.94 / -6.79 eV
max |F| = 2.202 eV Å⁻¹
2S+1 = 2
frontier orbital gap (spin up / spin down) = 2.4 / 10.0 eV
total charge = -1

Atoms and positions in Å:
N1 -1.1614 1.6852 0.4320
C1 0.0040 1.5337 -0.2379
C2 0.4222 0.0522 -0.3692
C3 1.0716 -0.2599 1.0171
C4 -0.7165 -0.8845 -0.7220
O1 0.7040 2.4623 -0.5979
H1 -1.5956 0.8482 0.7783
H2 -1.6248 2.5754 0.4864
H3 1.2478 0.0765 -1.0706
H4 0.7994 0.3642 1.8249
H5 0.7587 -1.2719 1.2628
H6 2.1547 -0.2028 0.9688
H7 -0.2978 -1.7908 -1.1616
H8 -1.3288 -0.4650 -1.5254
H9 -1.3793 -1.0997 0.0914
H10 -2.9746 -3.2645 0.1096
H11 -2.4315 -3.4331 1.5561
O2 -3.1790 -3.0779 1.0428
H12 3.9131 2.2980 -1.1601
H13 2.3941 2.1909 -1.3716
O3 3.2197 1.6636 -1.3541

***

Entry 2:
This record from the Open Molecules 2025 dataset describes a molecular structure, C46H43F7O2S. The level of theory is ωB97M-V with the def2-TZVPD basis set.

Calculated values
E = -3025.8491 Ha
HOMO level = -8.81 eV
max |F| = 11.577 eV Å⁻¹
frontier orbital gap = 9.3 eV
total charge = 0

Atoms and positions in Å:
F1 22.7350 18.0280 6.2290
C1 22.9180 17.2240 5.1100
C2 23.6620 17.8240 3.9960
C3 23.9090 17.0070 2.8950
C4 23.2760 15.7300 2.8010
C5 22.6140 15.1740 3.8810
C6 22.4570 15.8690 5.0480
H1 24.0200 18.8620 3.8600
H2 24.5490 17.1830 1.9810
H3 23.4320 15.3270 1.8770
H4 22.1760 14.2510 3.8170
H5 21.9500 15.0490 6.0760
F2 20.9430 17.9250 0.7530
C7 21.4300 19.1050 0.8930
C8 21.5310 19.9910 -0.2540
C9 21.8400 21.3630 -0.0630
C10 22.0300 21.9170 1.2430
C11 21.8470 21.0340 2.3530
C12 21.5350 19.6280 2.1740
H6 21.3360 19.5190 -1.1450
H7 22.0420 21.9300 -0.9050
H8 22.3830 22.7660 1.3570
H9 21.9650 21.5120 3.1970
H10 21.4690 18.9160 3.0070
F3 25.3800 21.4090 10.1160
C13 24.2120 20.8920 10.4820
C14 23.5040 20.1330 9.5730
C15 22.4000 19.4670 9.8140
C16 21.8280 19.5170 11.1970
C17 22.4070 20.4210 12.1130
C18 23.5750 21.1450 11.7710
H11 23.9580 20.0100 8.5220
H12 21.9640 18.9710 9.0150
H13 20.8600 19.0860 11.3540
H14 22.2570 20.5470 13.0830
H15 24.1530 21.8120 12.5870
F4 29.2230 17.9210 6.4690
C19 30.3640 18.6450 6.4940
C20 31.5610 18.2820 6.9390
C21 32.6760 19.1560 6.8720
C22 32.5700 20.4610 6.3620
C23 31.3560 20.8660 5.9490
C24 30.2520 19.9320 5.9140
H16 31.5920 17.0960 7.1000
H17 33.6160 18.9740 7.3040
H18 33.5830 21.0310 6.2120
H19 31.3600 21.8420 5.4500
H20 29.1320 20.1600 5.3840
F5 25.0580 21.9240 6.5860
C25 25.3560 21.3150 5.3720
C26 26.3370 20.1590 5.3120
C27 26.6280 19.5920 4.0610
C28 25.9980 20.1660 2.9690
C29 25.1310 21.3260 2.9180
C30 24.8410 21.8410 4.1740
H21 26.8620 19.8940 6.1880
H22 27.2780 18.5860 4.0760
H23 26.3040 19.5790 2.2140
H24 24.6430 21.5740 1.8610
H25 24.1940 22.6960 4.1770
F6 24.4520 25.1150 7.0770
C31 23.3640 24.6580 6.2750
C32 23.0610 25.4610 5.1260
C33 21.9670 25.1130 4.1960
C34 21.3240 23.9350 4.5330
C35 21.6110 23.1330 5.7230
C36 22.5760 23.5430 6.5660
H26 23.6490 26.2290 5.0570
H27 21.6240 25.7070 3.2700
H28 20.2760 23.6460 3.7640
H29 20.8090 22.3630 5.8660
H30 22.9100 22.9570 7.3490
F7 27.0730 17.1940 2.1270
C37 28.1090 16.3060 1.9870
C38 29.3840 16.6870 1.5170
C39 30.2880 15.8030 1.2050
C40 30.0320 14.3190 1.4430
C41 28.8390 13.9250 1.9870
C42 27.8050 14.9510 2.1530
H31 29.7740 17.5750 1.0540
H32 31.1290 16.0780 0.9050
H33 30.6930 13.6870 1.1980
H34 28.7040 13.0240 2.3880
H35 26.7000 14.7890 2.2600
C43 27.9120 23.8770 4.4090
C44 27.2860 25.0440 5.2220
C45 28.1580 25.1780 6.3230
S1 29.8060 24.8830 5.7640
O1 30.5420 24.0200 6.6270
O2 30.3340 26.2830 5.5080
C46 29.4760 24.1520 4.2510
H36 27.1760 23.9230 3.4510
H37 27.5810 22.8450 4.9310
H38 26.3070 24.9070 5.5010
H39 27.3870 25.7880 4.4510
H40 27.9580 24.2960 6.9440
H41 28.0790 26.1090 6.9370
H42 29.9620 23.2230 4.2250
H43 29.7570 24.8030 3.3430

***

Entry 3:
This record from the Open Molecules 2025 dataset describes a molecular structure, C16H28BrMoN3O5S3Se2. The level of theory is ωB97M-V with the def2-TZVPD basis set.

Calculated values
E = -9806.5737 Ha
HOMO level (spin up / spin down) = -7.34 / -7.34 eV
max |F| = 1.346 eV Å⁻¹
frontier orbital gap (spin up / spin down) = 6.1 / 6.1 eV
total charge = 0

Atoms and positions in Å:
Mo1 0.4120 0.3784 0.1268
C1 -2.7356 1.9863 0.4577
C2 -1.6891 2.5514 1.4153
N1 -0.3353 2.4527 0.8619
C3 0.1030 3.5679 0.0006
C4 -0.6458 3.7343 -1.3252
S1 -0.6925 2.2758 -2.4342
C5 -2.4652 1.8745 -2.5259
C6 -2.8345 0.7156 -1.6016
N2 -2.2118 0.8308 -0.2787
H1 -3.0261 2.7515 -0.2579
H2 -3.6287 1.7201 1.0300
H3 -1.6987 1.9540 2.3279
H4 -1.9370 3.5890 1.6644
H5 0.2984 2.4625 1.6591
H6 1.1600 3.3994 -0.2131
H7 0.0053 4.5176 0.5432
H8 -0.1242 4.5056 -1.8908
H9 -1.6714 4.0647 -1.1696
H10 -2.6420 1.5758 -3.5582
H11 -3.0403 2.7801 -2.3354
H12 -2.4779 -0.2039 -2.0487
H13 -3.9288 0.6618 -1.5201
H14 -2.4347 -0.0189 0.2335
O1 0.0094 -1.0233 5.0614
C7 1.1509 -0.4339 4.4614
C8 1.7381 -1.4091 3.4349
C9 2.4321 -2.5385 4.2291
O2 3.0582 -3.5159 3.4220
C10 2.7977 -0.7287 2.5727
Se1 2.3053 0.8738 1.5386
C11 0.6283 -2.0423 2.5845
Se2 -0.7642 -0.7971 1.9866
H15 -0.5144 -0.3399 5.4850
H16 1.9086 -0.2044 5.2226
H17 0.8981 0.4944 3.9391
H18 1.6845 -2.9902 4.8923
H19 3.2255 -2.1116 4.8461
H20 2.3966 -3.9321 2.8604
H21 3.1913 -1.4275 1.8343
H22 3.6255 -0.3894 3.1976
H23 0.1072 -2.8051 3.1610
H24 1.0309 -2.4677 1.6664
O3 2.6841 -0.2103 -3.1342
S2 2.6111 0.0465 -1.7240
O4 1.7108 1.2121 -1.3948
O5 3.8513 0.1035 -1.0008
S3 1.4641 -1.4407 -0.8605
Br1 -1.6813 -2.7882 -1.3222
C12 -0.9350 -2.4502 -3.0410
C13 -0.7303 -3.5148 -3.9003
C14 -0.2247 -3.2205 -5.1574
C15 0.0495 -1.9033 -5.4851
C16 -0.1967 -0.9211 -4.5398
N3 -0.6932 -1.1908 -3.3334
H25 -0.9622 -4.5230 -3.5913
H26 -0.0628 -4.0179 -5.8705
H27 0.4523 -1.6437 -6.4535
H28 -0.0059 0.1243 -4.7483

***

Entry 4:
This record from the Open Molecules 2025 dataset describes a molecular structure, C43H35HgIN9Te. The level of theory is ωB97M-V with the def2-TZVPD basis set.

Calculated values
E = -2871.4659 Ha
expectation value of S² = 0.77
HOMO level (spin up / spin down) = -5.43 / -6.11 eV
max |F| = 0.794 eV Å⁻¹
2S+1 = 2
frontier orbital gap (spin up / spin down) = 4.6 / 5.3 eV
total charge = 0

Atoms and positions in Å:
Hg1 0.1141 0.0004 -0.1903
C1 0.0981 -0.5744 -5.9099
C2 -0.7610 -0.8481 -4.8546
C3 -0.5882 -0.2284 -3.6300
C4 0.4523 0.6933 -3.4072
C5 1.3489 0.9109 -4.4705
C6 1.1566 0.2992 -5.6978
N1 0.5782 1.2428 -2.1493
C7 1.3218 2.3662 -1.8688
C8 1.4690 3.4619 -2.7411
C9 2.2449 4.5534 -2.4115
C10 2.8949 4.6102 -1.1761
C11 2.7296 3.5881 -0.2706
C12 1.9347 2.4694 -0.5806
N2 1.7505 1.4227 0.2845
N3 2.4822 1.3426 1.3646
C13 2.4555 0.1356 1.9752
C14 3.1240 0.0184 3.2183
C15 3.1414 -1.1909 3.8613
C16 2.5170 -2.2931 3.2587
C17 1.9333 -2.1087 2.0229
N4 1.8855 -0.9419 1.3847
H1 -0.0487 -1.0299 -6.8807
H2 -1.5766 -1.5500 -4.9892
H3 -1.2565 -0.4536 -2.8041
H4 2.2109 1.5460 -4.3265
H5 1.8469 0.5152 -6.5050
H6 0.9251 3.4412 -3.6758
H7 2.3449 5.3759 -3.1090
H8 3.5145 5.4620 -0.9247
H9 3.1859 3.6163 0.7086
H10 3.6083 0.8997 3.6150
H11 3.6426 -1.2994 4.8148
H12 2.5174 -3.2663 3.7301
H13 1.4888 -2.9550 1.5009
C18 4.0538 -2.1947 -1.4992
C19 3.7022 -3.5341 -1.4439
C20 2.3621 -3.8721 -1.3542
C21 1.4182 -2.8496 -1.3198
N5 1.7670 -1.5684 -1.3160
C22 3.0482 -1.2456 -1.4084
C23 -0.0392 -3.1309 -1.3516
C24 -0.5138 -4.2192 -2.0751
C25 -1.8832 -4.4085 -2.1651
C26 -2.7245 -3.5249 -1.5201
C27 -2.1798 -2.4546 -0.8134
N6 -0.8580 -2.2759 -0.7372
C28 -3.0074 -1.4289 -0.1539
C29 -4.3937 -1.5384 -0.0123
C30 -5.0974 -0.5146 0.5878
C31 -4.4029 0.5928 1.0551
C32 -3.0304 0.6147 0.8894
N7 -2.3518 -0.3625 0.3021
H14 5.0857 -1.8887 -1.5951
H15 4.4580 -4.3076 -1.4742
H16 2.0565 -4.9077 -1.2946
H17 3.2732 -0.1838 -1.4058
H18 0.1693 -4.8651 -2.6055
H19 -2.2827 -5.2236 -2.7530
H20 -3.7929 -3.6561 -1.5911
H21 -4.9153 -2.4237 -0.3441
H22 -6.1708 -0.5831 0.7033
H23 -4.9112 1.4153 1.5378
H24 -2.4427 1.4425 1.2658
C33 -3.8302 3.7017 -1.7352
Te1 -2.0460 2.4627 -1.9374
C34 -1.3588 3.8957 -0.4810
C35 -2.0420 5.1761 -0.8646
C36 -1.4746 6.4221 -0.6392
C37 -2.1356 7.5744 -1.0445
C38 -3.3632 7.4831 -1.6809
C39 -3.9350 6.2374 -1.9082
C40 -3.2833 5.0818 -1.5003
H25 -4.4279 3.3748 -0.8786
H26 -4.4598 3.6515 -2.6221
H27 -0.2742 3.9829 -0.4842
H28 -1.6709 3.5747 0.5174
H29 -0.4997 6.4873 -0.1702
H30 -1.6825 8.5429 -0.8742
H31 -3.8696 8.3798 -2.0151
H32 -4.8857 6.1616 -2.4232
I1 -2.5295 0.8992 6.4273
C41 -1.8354 0.1778 4.6085
C42 -2.0844 -1.0652 4.0786
N8 -1.4558 -1.0847 2.8862
N9 -0.8288 0.0584 2.6123
C43 -1.0409 0.8410 3.6542
H33 -2.6545 -1.8936 4.4621
H34 -1.4166 -1.8261 2.2081
H35 -0.6179 1.8313 3.7004

***

Entry 5:
This record from the Open Molecules 2025 dataset describes C2H7N2P in the gas phase. The level of theory is ωB97M-V with the def2-TZVPD basis set.

Calculated values
E = -531.2264 Ha
HOMO level = -8.52 eV
max |F| = 2.075 eV Å⁻¹
frontier orbital gap = 9.4 eV
total charge = 0

Atoms and positions in Å:
H1 1.6487 2.2963 -0.1720
N1 1.7052 1.3391 -0.5417
C1 1.0472 0.5928 0.2637
C2 0.8622 -0.9451 0.0841
P1 -0.9693 -1.2884 -0.2726
N2 -1.9539 -0.0790 0.5443
H2 0.5446 1.0369 1.1641
H3 1.4226 -1.2495 -0.8334
H4 1.2169 -1.4958 0.9865
H5 -1.0785 -0.9969 -1.6818
H6 -2.8438 -0.0841 0.0388
H7 -1.6021 0.8737 0.4199